No. 1
{
  "formula": "C3H4CoO2",
  "method": "wB97M-V/def2-TZVPD",
  "multiplicity": 4,
  "homo_ev": [-6.7822, -7.3087],
  "total_charge": 0,
  "lumo_energy_ev": [-0.78, -0.87],
  "symbols": ["C", "O", "C", "C", "O", "Co", "H", "H", "H", "H"],
  "positions_angstrom": [[0.474540, -2.197358, -0.031962], [0.446979, 0.974455, -1.063364], [0.045096, 0.993139, 0.336828], [-0.652248, -0.248745, 0.600619], [0.505474, -1.095666, 0.872837], [1.967530, -0.445623, -0.415310], [0.480486, 1.863685, -1.424782], [-0.490601, 1.911281, 0.593692], [-1.580462, -0.204866, -0.002728], [-1.196795, -1.550305, 0.534169]],
  "atomic_forces_ev_per_a": [[-1.3, 2.4, 1.7], [0.7, 0.0, -0.1], [-2.1, 1.0, 0.1], [0.8, 0.6, 2.7], [1.3, -2.2, -2.7], [-0.6, -0.3, 0.0], [0.2, 0.2, 0.0], [0.4, 0.2, -0.2], [1.0, -0.8, -1.7], [-0.4, -1.0, 0.2]]
}

---

No. 2
{
  "formula": "C3H4CoO3",
  "method": "wB97M-V/def2-TZVPD",
  "multiplicity": 4,
  "homo_ev": [-8.0128, -8.7010],
  "total_charge": 0,
  "lumo_energy_ev": [-0.35, -0.46],
  "symbols": ["O", "C", "O", "C", "C", "O", "Co", "H", "H", "H", "H"],
  "positions_angstrom": [[-0.585797, 2.272287, -0.647428], [-0.649473, 2.926705, 0.333753], [-0.485219, 3.745049, 1.130752], [0.660261, -1.150691, -0.862307], [0.051555, -1.308933, 0.546816], [-1.012452, -0.367839, 0.757484], [-0.740042, 0.305175, -0.976423], [1.726738, -0.875792, -0.831917], [0.560964, -2.063436, -1.470730], [0.821361, -1.150013, 1.328715], [-0.347897, -2.332511, 0.691284]],
  "atomic_forces_ev_per_a": [[-0.9, 0.8, 1.0], [1.7, 1.1, -0.9], [-0.9, -1.0, 0.1], [-0.1, 0.0, 0.0], [0.2, -0.8, 0.8], [0.2, 0.4, -0.9], [0.3, -1.4, 0.3], [-0.5, 0.1, -0.1], [-0.1, 0.4, 0.1], [-0.3, 0.0, -0.3], [0.1, 0.3, -0.1]]
}

---

No. 3
{
  "formula": "C3H4CrO3",
  "method": "wB97M-V/def2-TZVPD",
  "multiplicity": 5,
  "homo_ev": [-7.9266, -8.5147],
  "total_charge": 0,
  "lumo_energy_ev": [-0.42, -0.53],
  "symbols": ["C", "C", "H", "H", "H", "O", "C", "O", "O", "Cr", "H"],
  "positions_angstrom": [[2.166345, -0.797620, -0.724039], [1.446387, -0.953012, 0.429919], [1.679271, -0.527370, -1.671468], [1.853432, -1.699170, 1.130056], [3.230406, -1.069523, -0.775270], [-1.095166, 1.853022, 0.198670], [-1.846319, 0.855560, 0.381093], [-1.371576, -0.266330, 0.708077], [-3.153882, 0.942144, 0.204314], [0.447992, 0.754393, 0.858581], [-3.356895, 0.907904, -0.739938]],
  "atomic_forces_ev_per_a": [[-0.4, -0.4, 0.7], [1.2, 0.2, -0.4], [0.4, 0.8, 0.4], [0.3, 0.7, 0.2], [-0.5, -0.5, -0.3], [-0.6, 1.1, 0.0], [0.7, -1.1, -0.3], [0.3, 1.1, 0.6], [-1.3, 0.2, -0.4], [0.2, -2.3, -0.6], [-0.1, 0.2, 0.1]]
}

---

Sequential energy above the lowest of the compared OMol25 structures with the same formula, charge and spin output: 1007.1 39.4 32.3 kJ/mol